No. 1
{
  "formula": "C4H10N",
  "method": "ωB97M-V/def2-TZVPD",
  "multiplicity": 2,
  "homo_energy_ev": [-9.2, -9.6],
  "largest_force_ha_per_bohr": 0.016,
  "charge": 0,
  "lumo_energy_ev": [1.21, 0.02],
  "s2": 0.75,
  "elements": ["C", "N", "C", "C", "C", "H", "H", "H", "H", "H", "H", "H", "H", "H", "H"],
  "coordinates": [[-0.08904, 0.22444, 0.68584], [-0.03582, -0.51337, -0.55155], [-1.40278, -0.81262, -0.88356], [-2.17436, 0.46858, -0.52665], [-1.50102, 0.87082, 0.80045], [0.07515, -0.43372, 1.54579], [0.69621, 0.97918, 0.71486], [7.84700, -1.15280, -0.18269], [8.52263, -0.86575, -0.22285], [-1.75705, -1.66531, -0.28782], [-1.50364, -1.08656, -1.93138], [-1.93062, 1.21983, -1.27461], [-3.24999, 0.34039, -0.44034], [-2.04418, 0.47641, 1.65497], [-1.45247, 1.95048, 0.89955]]
}



No. 2
{
  "formula": "C4H10N",
  "method": "ωB97M-V/def2-TZVPD",
  "homo_energy_ev": -13.1,
  "largest_force_ha_per_bohr": 0.126,
  "charge": 1,
  "lumo_energy_ev": -8.85,
  "elements": ["C", "C", "C", "C", "N", "H", "H", "H", "H", "H", "H", "H", "H", "H", "H"],
  "coordinates": [[-0.60406, 1.75865, -1.34157], [0.49465, 0.67091, -1.18414], [0.52873, 0.32065, 0.26144], [1.04556, 1.06512, 1.16258], [-0.71282, -3.42107, 1.31012], [-0.52509, 2.65001, -0.72516], [-1.54659, 1.22110, -1.26906], [-0.49949, 2.21394, -2.33033], [1.43893, 0.94404, -1.67446], [0.09683, -0.16881, -1.79296], [1.81654, 1.81518, 0.95243], [1.27416, 0.69546, 2.17821], [-1.60560, -3.54426, 0.85987], [-0.78124, -3.77069, 2.25570], [-0.42052, -2.45026, 1.33734]]
}



No. 3
{
  "formula": "C4H10N",
  "method": "ωB97M-V/def2-TZVPD",
  "homo_energy_ev": -14.0,
  "largest_force_ha_per_bohr": 0.034,
  "charge": 1,
  "lumo_energy_ev": -5.87,
  "elements": ["C", "C", "H", "H", "H", "H", "C", "C", "N", "H", "H", "H", "H", "H", "H"],
  "coordinates": [[2.50277, -0.30695, -0.35582], [2.58298, -0.14869, 0.96354], [2.86694, 0.51070, -0.96556], [2.29641, -1.23500, -0.86604], [2.76801, 0.83912, 1.33669], [2.38799, -0.98361, 1.62705], [-2.45910, 0.94352, -0.06259], [-1.04641, -0.95650, -0.56037], [-1.15570, 0.26605, -0.15870], [-2.78006, 1.23354, -1.05260], [-3.18332, 0.24178, 0.35370], [-2.40099, 1.77616, 0.62888], [-1.95449, -1.55016, -0.52555], [-0.02553, -1.21387, -0.81312], [-0.39950, 0.58391, 0.45047]]
}